Density functional theory data (wB97M-V/def2-TZVPD) for a single C7H10O molecule in a non-equilibrium geometry.

Summary:
Energy relative to the best compared isomer or geometry (same formula, charge and spin), kcal/mol: 87.2
LUMO, eV: 1.0033
E_tot, a.u.: -347.82420
M, g mol⁻¹: 110.156
SMILES: C[C@H]1CC=C[C@@H]2O[C@H]21
Highest occupied orbital energy, eV: -9.23

Last column: natural (NBO) charge in e.
Cartesian coordinates (Å):
C (-1.7762, 0.3169, -0.3363)  -0.223
C (-1.1067, 1.4686, -0.0561)  -0.173
H (1.6894, 0.0121, -1.5985)  0.206
H (3.0346, 0.4680, -0.4537)  0.217
H (-0.2837, -0.8165, -1.4372)  0.174
H (0.8656, 2.1381, -0.5848)  0.232
H (0.5280, 2.2202, 1.1851)  0.228
H (-0.5725, -0.4537, 1.5947)  0.182
H (-2.8025, 0.3003, -0.7330)  0.217
H (2.4995, -1.2032, -0.4963)  0.226
C (1.1532, 0.1631, 0.4559)  -0.220
O (-0.5849, -2.0130, 0.1988)  -0.456
C (0.3620, 1.5525, 0.2557)  -0.454
C (2.1461, -0.1674, -0.6120)  -0.617
H (-1.7396, 2.3521, -0.1739)  0.216
C (-0.8077, -0.7758, -0.4551)  -0.006
H (1.7097, 0.3136, 1.3677)  0.201
C (-0.0123, -0.7624, 0.7045)  0.050

Atoms 1-2, force components in eV/Å:
-0.328 1.104 -0.763
-1.933 -0.971 -0.662